<one>
C8H14O | the ωB97M-V functional and the def2-TZVPD basis

XYZ file:
```
23
C8H14O, DFT the ωB97M-V functional and the def2-TZVPD basis
O 2.083 2.122 0.238
C 1.284 1.093 0.576
C 1.164 -1.582 0.927
C -1.207 0.112 0.077
C 0.082 0.348 -0.380
C 2.302 -0.596 -0.988
C -2.338 0.603 -0.428
C 1.349 -0.320 0.071
C -3.683 0.389 0.199
H 3.181 -1.046 -0.479
H 2.726 0.331 -1.546
H 2.632 1.744 -0.553
H 0.092 0.671 -1.437
H -4.322 -0.255 -0.434
H -4.398 1.275 0.173
H -1.260 -0.318 1.123
H 1.112 -1.239 1.910
H 0.611 1.350 1.519
H -3.610 0.210 1.324
H 1.964 -1.409 -1.616
H 0.476 -2.258 0.424
H -2.392 0.860 -1.466
H 2.151 -2.084 0.766
```

Properties
HOMO = -0.275 Eh
structure (SMILES) = C/C=C/[C@H]1[C@H](O)C1(C)C
frontier orbital gap = 8.280 eV

<two>
C8H14O | the ωB97M-V functional and the def2-TZVPD basis

XYZ file:
```
23
C8H14O, DFT the ωB97M-V functional and the def2-TZVPD basis
O 1.428 0.716 -1.687
C 0.104 0.802 0.332
C -1.233 0.030 0.065
C 1.342 0.340 -0.345
C 2.112 -0.874 0.093
C -1.257 -1.274 -0.699
C -0.590 0.040 1.423
C -2.475 0.865 -0.147
C 2.660 0.477 0.471
H -3.364 0.311 0.159
H -2.587 1.128 -1.199
H -0.328 -1.826 -0.582
H 1.722 -1.497 0.882
H -1.055 0.617 2.210
H 0.015 1.884 0.350
H 3.513 0.849 -0.074
H -0.144 -0.878 1.775
H 2.630 -1.421 -0.684
H -1.436 -1.097 -1.760
H 0.816 0.171 -2.195
H -2.064 -1.909 -0.330
H -2.433 1.786 0.430
H 2.626 0.760 1.512
```

Properties
HOMO = -0.333 Eh
structure (SMILES) = CC1(C)C[C@H]1C1(O)CC1
frontier orbital gap = 9.993 eV

<three>
C8H14O | the ωB97M-V functional and the def2-TZVPD basis

XYZ file:
```
23
C8H14O, DFT the ωB97M-V functional and the def2-TZVPD basis
O 1.873 2.018 -0.353
C -0.674 0.105 0.282
C -1.567 -1.121 0.574
C 0.938 -0.287 -1.789
C 0.657 -0.398 -0.341
C -0.394 0.840 1.603
C 1.397 -1.421 0.276
C -1.466 1.038 -0.651
C 1.992 0.828 -0.541
H -2.541 -0.804 0.956
H 2.979 0.344 -0.568
H 1.852 -2.275 -0.215
H -1.336 1.083 2.103
H -1.707 0.540 -1.594
H -1.154 -1.764 1.357
H -0.909 1.952 -0.861
H 0.181 0.225 2.302
H 1.400 -1.146 -2.270
H -2.422 1.309 -0.193
H 1.764 -1.690 1.261
H 0.714 0.558 -2.432
H -1.715 -1.709 -0.336
H 0.141 1.775 1.432
```

Properties
HOMO (spin up / spin down) = -0.283 / -0.295 Eh
frontier orbital gap (spin up / spin down) = 7.430 / 7.555 eV

Stability order, top to bottom: <two>, <one>, <three>

<one>
C3H8NO4 | the ωB97M-V functional and the def2-TZVPD basis

XYZ file:
```
16
C3H8NO4, DFT the ωB97M-V functional and the def2-TZVPD basis
O 2.549 2.054 -0.396
O -1.229 0.331 2.291
O 0.883 -0.507 2.198
O -1.747 -0.287 -1.786
N 0.889 -0.525 -0.543
C -1.572 -0.580 -0.379
C -0.191 -0.096 1.738
C -0.300 0.004 0.163
H -2.489 -0.250 0.100
H -0.274 1.084 -0.013
H 2.311 2.560 0.409
H -1.569 -1.670 -0.207
H 1.463 -0.928 0.193
H 2.225 1.127 -0.293
H -1.558 -1.049 -2.296
H 0.609 -1.267 -1.178
```

Properties
net charge = -1
HOMO = -0.160 Eh
frontier orbital gap = 7.885 eV

<two>
C3H8NO4 | the ωB97M-V functional and the def2-TZVPD basis

XYZ file:
```
16
C3H8NO4, DFT the ωB97M-V functional and the def2-TZVPD basis
O -0.351 2.276 1.951
O -0.197 -2.229 -2.248
O 0.912 -1.522 0.845
O -1.382 2.572 -0.011
N 0.620 0.540 -0.884
C -0.720 1.924 0.821
C 0.246 -0.402 1.325
C -0.311 0.503 0.307
H -1.047 -1.912 -2.417
H 0.253 1.235 -1.510
H -0.477 -0.685 1.960
H 0.134 -1.645 -1.548
H 1.059 0.028 1.961
H 1.103 -1.470 -0.033
H -1.332 -0.001 0.132
H 1.490 0.788 -0.652
```

Properties
net charge = -1
HOMO = -0.161 Eh
frontier orbital gap = 8.075 eV

Stability order, top to bottom: <one>, <two>

<one>
C31H44BrN3P2Ti | the ωB97M-V functional and the def2-TZVPD basis

XYZ file:
```
82
C31H44BrN3P2Ti, DFT the ωB97M-V functional and the def2-TZVPD basis
Br 1.147 3.363 -3.285
Ti 0.191 1.123 -0.788
P 2.583 0.417 -1.485
P -0.654 -1.421 -0.489
N -6.001 -1.095 4.135
N 4.603 0.555 3.578
N 0.308 0.574 1.541
C 3.451 0.391 3.421
C 1.517 0.875 2.046
C -0.538 -0.074 2.369
C 3.879 2.993 -1.699
C 1.760 -2.580 0.519
C 5.366 0.044 -1.363
C -0.321 2.813 -1.967
C 2.344 0.234 -3.305
C 2.045 0.204 3.153
C -3.622 1.498 1.823
C 0.239 -2.623 0.588
C -1.359 2.662 0.223
C 3.077 2.075 -0.789
C -2.449 1.953 -0.339
C -1.356 -1.699 -3.256
C -6.211 -1.004 2.817
C -3.598 1.489 0.459
C 3.527 0.541 -4.185
C -0.356 3.237 -0.619
C -2.764 -2.812 0.990
C 1.225 -0.622 3.928
C -5.451 -0.177 1.990
C -5.028 -0.381 4.704
C -1.165 1.787 -2.442
C -4.198 0.467 3.964
C -2.418 -1.830 -0.135
C 4.034 -0.628 -1.075
C -2.218 1.387 -1.617
C -4.447 0.629 2.572
C -0.113 -0.720 3.542
C -0.361 -2.098 -2.167
H -0.088 -2.452 1.627
H -4.897 -0.437 5.789
H 2.008 -0.802 -3.458
H 4.907 2.661 -1.885
H 2.194 -2.054 1.377
H 4.053 1.450 -3.890
H -0.102 -3.634 0.319
H 1.494 0.867 -3.592
H 2.143 2.589 -0.488
H -1.186 -2.330 -4.139
H 0.312 4.008 -0.241
H -0.332 -3.191 -2.051
H -1.343 2.868 1.296
H -2.397 -1.843 -2.942
H 2.181 -3.600 0.532
H 3.176 0.677 -5.214
H 5.474 0.353 -2.410
H 3.932 -1.593 -1.602
H -5.630 -0.167 0.908
H -1.608 -0.057 2.130
H 3.887 4.005 -1.279
H 6.177 -0.654 -1.142
H -2.047 -3.641 1.073
H 3.942 -0.837 0.003
H 3.628 1.874 0.142
H -3.372 1.001 4.421
H -2.936 -0.874 0.051
H -7.032 -1.586 2.391
H 4.241 -0.291 -4.213
H -0.839 -1.278 4.139
H 2.125 -2.089 -0.395
H 3.389 3.089 -2.675
H -3.757 -3.249 0.804
H -2.933 2.125 2.382
H 0.651 -1.788 -2.474
H 5.506 0.918 -0.721
H -1.038 1.393 -3.454
H -2.821 -2.307 1.964
H -2.828 -2.225 -1.073
H -4.376 0.977 -0.108
H -2.980 0.707 -2.004
H -1.244 -0.655 -3.574
H 2.066 1.667 1.525
H 1.631 -1.145 4.789
```

Properties
net charge = +2
HOMO (spin up / spin down) = -0.499 / -0.522 Eh
⟨S²⟩ = 2.0127
frontier orbital gap (spin up / spin down) = 6.598 / 7.089 eV
multiplicity = 3

<two>
C31H44BrN3P2Ti | the ωB97M-V functional and the def2-TZVPD basis

XYZ file:
```
82
C31H44BrN3P2Ti, DFT the ωB97M-V functional and the def2-TZVPD basis
Br 1.368 1.825 -2.439
Ti -0.528 1.341 -1.107
P 4.304 0.078 -1.351
P -0.460 -1.299 -1.315
N 0.186 1.539 0.800
N -5.576 -2.367 4.953
N -0.895 1.695 6.045
C -4.247 -0.413 4.640
C -3.509 1.677 -1.992
C -2.443 -1.847 0.708
C -0.159 1.644 3.538
C 5.355 -1.244 -0.684
C -6.131 -2.232 3.753
C -0.435 0.471 2.838
C -4.513 1.502 -1.061
C -1.497 -1.265 -3.935
C -3.204 2.696 0.640
C 5.295 2.822 -1.746
C 1.938 -2.998 -0.812
C 0.512 2.682 2.870
C -4.463 0.903 2.560
C -0.556 1.703 4.921
C -4.655 -1.520 5.400
C -5.001 1.145 1.330
C -0.386 -1.845 -3.073
C -2.190 2.888 -0.315
C -4.263 1.822 0.309
C -2.206 -1.675 -0.792
C 4.316 -0.151 -3.189
C 0.674 2.606 1.490
C 0.470 -2.704 -0.496
C -2.263 2.136 -1.520
C -0.082 0.399 1.497
C 5.426 0.509 -3.995
C 4.950 1.715 -0.751
C -4.820 -0.237 3.358
C -5.769 -1.183 2.899
C 6.836 -0.891 -0.726
H -2.818 -0.832 -1.150
H 5.398 3.777 -1.216
H 5.615 1.531 -3.656
H 6.366 -0.057 -3.941
H 6.245 2.636 -2.256
H 7.400 -1.743 -0.329
H -4.211 -1.701 6.383
H 4.118 2.088 -0.120
H -2.471 -1.280 -3.440
H -1.598 -1.840 -4.863
H 7.176 -0.700 -1.752
H 0.601 -1.506 -3.424
H -6.277 -1.081 1.946
H 2.615 -2.332 -0.262
H 0.091 -0.564 1.003
H 2.159 -4.021 -0.475
H 2.180 -2.943 -1.880
H 1.178 3.389 0.913
H 4.270 -1.236 -3.409
H 4.513 2.951 -2.507
H -1.547 3.775 -0.264
H 0.376 -2.509 0.581
H -3.675 1.492 -3.070
H 5.020 -1.412 0.354
H -5.493 1.077 -1.330
H -0.132 -3.607 -0.700
H -3.669 1.537 2.958
H 5.144 -2.176 -1.235
H -1.880 -2.679 1.143
H -1.282 -0.226 -4.210
H -3.564 0.325 5.044
H 5.786 1.550 -0.041
H -3.504 -2.017 0.916
H 7.057 -0.017 -0.101
H 5.118 0.562 -5.049
H -2.543 -2.574 -1.337
H 0.927 3.521 3.423
H -0.374 -2.948 -3.115
H -6.874 -2.970 3.437
H -0.878 -0.387 3.342
H 3.348 0.263 -3.526
H -3.133 3.145 1.634
H -2.161 -0.944 1.267
H -5.995 0.758 1.063
```

Properties
net charge = +2
HOMO (spin up / spin down) = -0.462 / -0.461 Eh
⟨S²⟩ = 2.0135
frontier orbital gap (spin up / spin down) = 5.889 / 4.085 eV
multiplicity = 3

Stability order, top to bottom: <one>, <two>

<one>
F2H12NNaO10S2 | the ωB97M-V functional and the def2-TZVPD basis

XYZ file:
```
28
F2H12NNaO10S2, DFT the ωB97M-V functional and the def2-TZVPD basis
S -18.925 19.942 8.141
S -17.321 21.568 7.386
Na -18.904 15.882 4.409
F -19.030 18.864 9.344
F -15.857 22.004 7.775
O -22.212 17.033 4.192
O -17.379 21.059 5.988
O -16.996 18.457 3.080
O -18.968 19.124 6.918
O -18.006 22.857 7.613
O -16.096 13.913 4.841
O -20.977 13.926 2.509
O -20.069 20.816 8.410
O -14.962 17.329 6.122
O -20.178 13.260 6.583
N -17.468 20.390 8.631
H -21.691 14.549 2.645
H -16.243 18.461 2.489
H -17.171 19.383 3.252
H -20.720 13.224 7.372
H -14.310 17.339 5.422
H -15.536 13.422 4.239
H -22.568 17.412 4.995
H -21.402 13.153 2.138
H -15.738 17.734 5.733
H -15.506 14.542 5.258
H -20.652 12.731 5.943
H -22.227 17.752 3.560
```

Properties
HOMO = -0.318 Eh
frontier orbital gap = 7.201 eV

<two>
F2H12NNaO10S2 | the ωB97M-V functional and the def2-TZVPD basis

XYZ file:
```
28
F2H12NNaO10S2, DFT the ωB97M-V functional and the def2-TZVPD basis
S 1.810 2.614 -2.790
S 1.409 3.364 -0.430
Na -0.888 -1.193 0.408
F 0.990 1.606 -3.745
F 1.583 2.406 0.819
O -1.870 -2.927 -3.123
O 4.224 -1.147 0.725
O -1.057 -2.002 4.818
O 0.048 3.925 -0.194
O 3.124 2.408 -3.372
O 1.226 3.885 -3.151
O -2.795 1.784 -2.456
O -4.599 0.225 2.465
O 2.627 4.123 -0.558
O 1.664 -4.535 2.464
N 1.313 1.923 -1.477
H -4.770 0.962 3.052
H 0.869 -4.144 2.827
H 2.316 -3.835 2.506
H -0.616 -1.425 5.441
H -1.799 -2.623 -4.028
H -4.940 -0.537 2.932
H -1.887 1.507 -2.332
H 3.650 -0.772 0.058
H -1.621 -2.554 5.360
H 5.108 -1.017 0.381
H -2.914 1.800 -3.405
H -2.208 -3.819 -3.196
```

Properties
HOMO = -0.325 Eh
frontier orbital gap = 6.267 eV

Stability order, top to bottom: <one>, <two>